DFT (ωB97M-V/def2-TZVPD) results for C19H27N5O3S in the gas phase.

The value obtained for the LUMO energy is 0.203 eV. The structure (SMILES) is Cn1c(=O)c2c(SCCN3CCOCC3)nc(C3CCCC3)nc2n(C)c1=O. The total energy comes out at -44571.364 eV. For the HOMO-LUMO gap, the calculation gives 0.33204 Eh.

Each line ends with the natural charge from an NBO analysis.
CARTESIAN COORDINATES (ANGSTROEM)
C (1.65568, 5.85817, 0.71353)  -0.42
N (1.58203, 4.45183, 1.07171)  -0.45
C (0.85410, 3.60022, 0.25233)  0.67
O (0.28136, 3.98918, -0.74729)  -0.59
C (0.84301, 2.22695, 0.69582)  -0.32
C (0.16006, 1.21688, -0.00545)  0.16
S (-0.70051, 1.61280, -1.44735)  0.37
C (-1.33363, -0.05446, -1.86591)  -0.53
C (-2.24616, 0.05516, -3.07888)  -0.23
N (-2.53267, -1.25385, -3.63726)  -0.44
C (-3.43947, -2.03450, -2.81115)  -0.26
C (-3.60812, -3.42338, -3.42763)  -0.07
O (-4.10533, -3.34944, -4.74192)  -0.52
C (-3.24577, -2.57728, -5.54594)  -0.07
C (-3.07326, -1.16621, -4.98424)  -0.25
N (0.16780, -0.03892, 0.43024)  -0.54
C (0.83551, -0.30907, 1.54306)  0.50
C (0.85161, -1.74060, 1.97870)  -0.27
C (0.60698, -1.89185, 3.49513)  -0.40
C (1.79594, -2.68927, 4.03481)  -0.40
C (2.93082, -2.30049, 3.09543)  -0.41
C (2.25664, -2.33592, 1.72915)  -0.39
N (1.51003, 0.56634, 2.27623)  -0.55
C (1.51678, 1.82751, 1.85393)  0.48
N (2.20404, 2.75173, 2.58106)  -0.42
C (2.90310, 2.32163, 3.77527)  -0.41
C (2.26075, 4.08747, 2.21898)  0.80
O (2.87311, 4.89937, 2.87316)  -0.61
H (2.69430, 6.14367, 0.54937)  0.22
H (1.07480, 5.99421, -0.19569)  0.24
H (1.24986, 6.46626, 1.52135)  0.22
H (-0.48145, -0.69439, -2.08573)  0.23
H (-1.84679, -0.43014, -0.98422)  0.23
H (-3.16554, 0.60178, -2.80526)  0.17
H (-1.72945, 0.63561, -3.84805)  0.20
H (-3.01723, -2.13839, -1.81131)  0.21
H (-4.42885, -1.54847, -2.73352)  0.17
H (-4.32953, -4.01275, -2.85906)  0.19
H (-2.63334, -3.93433, -3.42622)  0.17
H (-3.69903, -2.54492, -6.53806)  0.19
H (-2.25915, -3.06067, -5.60754)  0.17
H (-2.37434, -0.60943, -5.61151)  0.20
H (-4.04985, -0.65053, -4.99552)  0.17
H (0.10185, -2.26628, 1.38587)  0.23
H (0.59068, -0.90324, 3.95272)  0.22
H (-0.34377, -2.38177, 3.69905)  0.21
H (2.00928, -2.45482, 5.07629)  0.21
H (1.60114, -3.76013, 3.95546)  0.19
H (3.78579, -2.97235, 3.15630)  0.21
H (3.25810, -1.28458, 3.31617)  0.21
H (2.80622, -1.77707, 0.97264)  0.21
H (2.15681, -3.36659, 1.38740)  0.21
H (3.36181, 3.19821, 4.22692)  0.25
H (2.19793, 1.86150, 4.46598)  0.21
H (3.66532, 1.58958, 3.51063)  0.21

***

DFT (ωB97M-V/def2-TZVPD) results for a molecular structure, C19H27N7S2Zr.

The value obtained for the LUMO energy is -7.483 eV. The total energy comes out at -53498.831 eV. The net charge is +2. For the HOMO-LUMO gap, the calculation gives 0.22991 Eh.

Each line ends with the natural charge from an NBO analysis.
CARTESIAN COORDINATES (ANGSTROEM)
Zr (-0.41750, 0.01558, 0.40618)  1.95
C (2.49632, -0.72909, 0.37928)  -0.23
C (2.33306, 0.28101, -0.75593)  -0.22
N (0.98537, 0.25433, -1.34071)  -0.80
C (0.85789, -0.32995, -2.61701)  -0.27
C (0.05529, -1.52623, -2.27041)  0.30
C (-0.19447, -2.43735, -3.31681)  -0.25
C (-0.96081, -3.55130, -3.06641)  -0.09
C (-1.45343, -3.69993, -1.79022)  -0.20
C (-1.14640, -2.73101, -0.81004)  0.25
C (-1.75459, -2.95565, 0.52760)  -0.28
N (-1.15588, -1.93045, 1.28546)  -0.74
C (-0.20995, -2.32869, 2.33250)  -0.24
C (1.23783, -2.01273, 1.95435)  -0.24
N (1.38065, -0.68384, 1.33797)  -0.75
N (-0.37152, -1.58547, -0.94793)  -0.64
H (2.57829, -1.71339, -0.09939)  0.23
H (3.44042, -0.55303, 0.90759)  0.23
H (2.48675, 1.28216, -0.33387)  0.17
H (3.12061, 0.15062, -1.50721)  0.23
H (0.69931, 1.75694, -1.39498)  0.44
H (0.28824, 0.31902, -3.28989)  0.23
H (1.80412, -0.59776, -3.09840)  0.24
H (0.20905, -2.25989, -4.30803)  0.25
H (-1.17654, -4.27539, -3.84323)  0.25
H (-2.07628, -4.55307, -1.54147)  0.24
H (-2.83812, -2.81005, 0.46656)  0.23
H (-1.55880, -3.96763, 0.89780)  0.23
H (-2.19582, -1.17447, 2.12307)  0.47
H (-0.45261, -1.74545, 3.22962)  0.22
H (-0.31599, -3.38053, 2.62202)  0.24
H (1.88373, -2.08008, 2.83720)  0.23
H (1.55276, -2.81143, 1.27072)  0.23
H (1.57877, 0.14671, 2.17185)  0.45
C (-2.46565, 3.13724, -3.86346)  -0.74
S (-1.17757, 1.87422, -3.91443)  0.30
C (-1.00711, 1.65005, -2.16853)  0.04
S (-2.18726, 0.75783, -1.27185)  -0.01
N (0.02512, 2.22236, -1.61853)  -0.52
N (0.10092, 2.04520, -0.23987)  -0.35
C (0.69097, 3.01929, 0.34036)  0.19
C (0.57291, 2.83228, 1.74989)  0.10
C (1.13839, 3.60537, 2.74224)  -0.18
C (0.85687, 3.22520, 4.05029)  -0.10
C (0.03273, 2.11931, 4.28146)  -0.22
C (-0.48179, 1.42752, 3.19025)  0.09
N (-0.22346, 1.76218, 1.91528)  -0.54
H (-2.62950, 3.52349, -4.87329)  0.27
H (-3.40991, 2.72146, -3.50188)  0.24
H (-2.16727, 3.97049, -3.22082)  0.23
H (1.17138, 3.88689, -0.13246)  0.26
H (1.76481, 4.45524, 2.51104)  0.26
H (1.26914, 3.78254, 4.88558)  0.26
H (-0.20824, 1.80167, 5.28952)  0.26
H (-1.13247, 0.56636, 3.31082)  0.25
H (-1.24272, -0.16868, 2.12058)  -0.42

***

DFT (ωB97M-V/def2-TZVPD) results for a molecular structure, C19H28AlClF5N7O4S.

The value obtained for the LUMO energy is -1.880 eV. The total energy comes out at -82306.838 eV. For the HOMO-LUMO gap, the calculation gives 0.27581 Eh.

Each line ends with the natural charge from an NBO analysis.
CARTESIAN COORDINATES (ANGSTROEM)
C (4.63605, 0.61344, 2.09158)  -0.64
C (4.54138, -0.80582, 1.27361)  -0.24
N (3.14899, -1.11271, 0.71566)  -0.54
C (2.26434, -1.78099, 1.74665)  -0.24
C (0.77474, -2.23067, 1.13062)  -0.25
N (0.12534, -1.16874, 0.28405)  -0.50
C (-0.59787, -1.57281, -0.97600)  0.70
N (-0.29717, -2.40768, -2.01881)  -0.14
F (0.87423, -3.08607, -2.02293)  -0.14
N (-1.90426, -0.82351, -1.10985)  -0.46
C (-1.94367, -0.01951, -2.38973)  -0.47
C (-1.97186, -0.02030, 0.20724)  0.17
C (-2.95654, 1.28328, 0.25952)  -0.49
C (-2.35022, 2.66670, -0.36918)  -0.55
S (-2.32102, 4.12265, 0.83573)  0.28
C (-0.61232, 4.93960, 0.85172)  0.27
N (-0.24953, 6.42583, 0.98752)  -0.25
N (1.15129, 6.59975, 0.97733)  -0.24
C (1.88820, 5.28379, 0.83338)  0.20
O (0.73787, 4.36231, 0.74321)  -0.49
C (-2.85927, -1.10730, 1.12132)  -0.52
C (-4.03233, -1.82957, 0.19483)  0.54
O (-5.22487, -1.22177, -0.05456)  -0.51
Cl (-3.84727, -3.54646, -0.54275)  -0.05
C (-0.50261, 0.03349, 1.00651)  0.41
C (-0.58288, -0.00041, 2.66081)  -0.47
C (-1.47994, 1.20240, 3.31933)  -0.64
N (0.33342, 1.31957, 0.83099)  -0.62
C (1.13923, 1.23874, -0.27210)  0.90
O (1.75763, 1.27294, -1.47079)  -0.46
C (3.41909, -1.99593, -0.48653)  0.69
C (3.87330, -3.57524, -0.45060)  -0.77
O (3.31257, -1.38657, -1.70092)  -0.53
H (5.78459, 0.91889, 2.13709)  0.23
H (4.07188, 1.48990, 1.55533)  0.23
H (4.29240, 0.40287, 3.18980)  0.21
H (5.23574, -0.67733, 0.31122)  0.23
H (5.01414, -1.73124, 1.85776)  0.19
H (2.18477, -1.20808, 2.76365)  0.23
H (2.79377, -2.81929, 2.00620)  0.19
H (0.09888, -2.62072, 2.03453)  0.23
H (1.01717, -3.22652, 0.51660)  0.25
H (-0.92751, -2.57021, -2.86136)  0.48
H (-1.00101, 0.71229, -2.35369)  0.20
H (-2.88187, 0.71351, -2.46999)  0.27
H (-1.82275, -0.64879, -3.36917)  0.29
H (-3.90842, 1.00594, -0.40594)  0.28
H (-3.39315, 1.53962, 1.32390)  0.26
H (-1.27614, 2.53228, -0.87152)  0.26
H (-3.05179, 3.02132, -1.26797)  0.26
H (3.03958, 5.04965, 0.76161)  0.26
H (-2.18533, -1.98836, 1.52761)  0.24
H (-3.44887, -0.54796, 1.98971)  0.27
H (-0.91619, -1.02511, 3.10933)  0.23
H (0.53709, 0.18945, 3.02856)  0.25
H (-1.14592, 1.33319, 4.44632)  0.24
H (-2.64588, 0.95306, 3.36939)  0.21
H (-1.28038, 2.20075, 2.73672)  0.25
H (4.00801, -4.01319, 0.64487)  0.23
H (3.21931, -4.28861, -1.11761)  0.27
H (4.96812, -3.60897, -0.92549)  0.28
F (-2.74086, -0.31721, -8.06226)  -0.79
Al (-3.32487, -0.55214, -6.37485)  2.20
F (-2.12028, 0.12917, -5.22237)  -0.81
F (-3.53611, -2.31130, -6.05217)  -0.80
F (-4.90222, 0.29078, -6.16270)  -0.79

***

DFT (ωB97M-V/def2-TZVPD) results for a molecular structure, C19H28BBaN7Si.

The value obtained for the LUMO energy (alpha / beta) is -1.840 / -1.981 eV. The total energy comes out at -39831.901 eV. For the HOMO-LUMO gap (alpha / beta), the calculation gives 0.15367 / 0.22041 Eh.

Each line ends with the Löwdin charge.
CARTESIAN COORDINATES (ANGSTROEM)
H (0.21757, 3.08434, 0.16911)  0.09
N (0.32864, 1.75523, -1.49472)  0.02
B (0.77135, 0.71914, -3.77814)  -0.48
N (0.77500, 1.92680, -2.78693)  -0.05
C (1.19631, 3.17966, -2.98006)  -0.09
Ba (-1.53787, -0.82182, -0.56110)  1.72
H (1.55896, 3.50580, -3.92698)  0.11
C (1.03315, 3.86745, -1.76932)  -0.08
H (1.30599, 4.88653, -1.55641)  0.08
C (0.48354, 2.93279, -0.87618)  -0.17
H (1.11298, 1.04524, -4.87542)  0.11
C (-0.67652, -3.33113, -0.76937)  -0.30
H (-1.77884, -3.35054, -0.75243)  -0.10
H (-0.27431, -3.91326, 0.08013)  -0.03
H (-0.38946, -3.70773, -1.75445)  -0.03
N (-0.69436, 0.17468, -3.83128)  0.03
N (1.73780, -0.35151, -3.17146)  -0.04
N (-1.36548, -0.11622, -2.60587)  -0.37
N (1.38805, -0.89604, -1.94879)  0.02
C (-1.53286, -0.12647, -4.85333)  -0.05
C (2.91923, -0.84816, -3.59225)  -0.08
H (-1.21716, 0.05850, -5.88526)  0.13
H (3.36330, -0.56877, -4.52470)  0.11
C (-2.73944, -0.61679, -4.33418)  -0.06
C (3.35986, -1.76374, -2.61597)  -0.08
C (-2.59246, -0.61839, -2.95396)  -0.31
C (2.35982, -1.74203, -1.63335)  -0.20
H (-3.56546, -1.02671, -4.88356)  0.09
H (4.27038, -2.33253, -2.60886)  0.08
H (-3.27555, -0.95032, -2.19068)  0.03
H (2.32946, -2.34480, -0.70850)  0.10
H (-3.19179, 0.99084, -0.76908)  0.02
C (-2.44878, 1.69876, 1.41796)  -0.26
Si (-1.56812, 1.02822, 2.93927)  0.37
C (-0.99508, 2.45916, 4.00720)  -0.17
C (-2.72488, -0.04796, 3.95075)  -0.17
N (-0.25699, 0.08214, 2.31533)  -0.01
C (0.77362, -0.53455, 2.85809)  -0.36
C (1.86511, -0.96587, 2.01162)  0.00
C (2.77849, -1.91898, 2.44294)  -0.07
C (2.76359, -2.36043, 3.78199)  -0.06
C (1.83460, -1.81356, 4.68906)  -0.08
C (0.88705, -0.88415, 4.25800)  -0.01
H (-3.30084, 2.30347, 1.75238)  0.05
H (-2.90657, 0.93013, 0.74845)  -0.15
H (-1.80070, 2.34535, 0.81940)  0.01
H (-1.86453, 2.97778, 4.43861)  0.04
H (-0.36094, 2.13059, 4.84130)  0.03
H (-0.42780, 3.19584, 3.42067)  0.03
H (-3.26454, -0.73971, 3.28861)  0.03
H (-2.17969, -0.64331, 4.69591)  0.02
H (-3.46988, 0.55849, 4.48591)  0.04
H (1.91893, -0.54820, 1.00354)  0.10
H (3.51883, -2.31556, 1.74846)  0.11
H (3.48659, -3.09396, 4.12120)  0.10
H (1.86265, -2.10370, 5.72860)  0.10
H (0.20001, -0.44004, 4.97808)  0.10